Entry 1:
The following is a quantum chemistry calculation of a structure of composition C30H35N3O6S3Ti, from the OMol25 dataset.

As for the energy: -104058.337 eV. The maximum force is 0.7 eV/Å. The calculation puts the relative energy (zero: lowest compared OMol25 entry of this formula, charge and spin) at 3.3 kcal per mole. The value obtained for the lowest unoccupied orbital energy is -0.75 eV. The spin multiplicity is 1. Its molecular weight is 677.69 u.

Geometry (Å):
Ti1 0.3281 -0.0787 -0.1145
S1 2.4500 -0.4442 -1.4287
S2 -1.8024 -0.9561 -2.5207
S3 4.5029 -2.1872 -0.1258
O1 0.3650 1.5548 -0.9887
O2 3.8693 0.2570 0.5901
O3 -3.1631 -0.9269 -2.0621
O4 -1.3835 -2.0112 -3.3923
O5 1.0262 0.2902 1.5652
O6 -0.8642 -0.9588 -1.2995
N1 -1.4669 0.9245 0.9008
N2 -1.8354 -3.2710 0.7508
N3 0.9625 -2.1462 0.4121
C1 2.3907 -2.2367 3.7781
C2 -0.0179 1.9465 -4.6325
C3 1.8353 -1.6538 2.6362
C4 -1.9259 2.9180 -3.5568
C5 -2.2515 1.6898 -3.0079
C6 4.8762 0.1394 1.5970
C7 -2.8804 -1.1149 1.3915
C8 -2.3485 0.2304 1.8683
C9 2.5736 -1.5012 4.9312
C10 1.6660 0.4454 3.8273
C11 -0.3319 0.7093 -4.0922
C12 2.2035 -0.1567 4.9488
C13 1.4830 -0.2987 2.6611
C14 1.6347 -2.4684 1.4520
C15 -1.1775 4.5423 0.3418
C16 -3.0853 -3.8667 0.3211
C17 -0.4534 5.5222 -0.3036
C18 0.8930 -3.2187 -0.6083
C19 -1.9867 -2.2886 1.8015
C20 -0.4525 4.4114 -4.9382
C21 -0.8042 3.0645 -4.3707
C22 -0.8159 -4.2695 1.0364
C23 -1.6483 2.1903 0.8575
C24 3.6365 -0.7881 -0.1980
C25 0.1362 2.8301 -0.7459
C26 -1.4481 0.5920 -3.2805
C27 0.8730 3.8211 -1.3978
C28 0.0995 -4.4692 -0.1630
C29 -0.8853 3.1896 0.1397
C30 0.5788 5.1497 -1.1679
H1 -0.1720 5.0997 -4.1380
H2 3.0027 -1.9609 5.8107
H3 1.3970 1.4936 3.8185
H4 0.4611 -2.7990 -1.5075
H5 0.3822 4.3422 -5.6347
H6 -1.7722 0.1012 2.7913
H7 -2.3702 -2.7352 2.7387
H8 1.6603 3.5148 -2.0736
H9 -1.2661 -5.2334 1.3097
H10 -2.5501 3.7801 -3.3506
H11 -0.5208 -4.7752 -1.0080
H12 -3.5904 -4.4134 1.1365
H13 1.9228 -3.4949 -0.8428
H14 4.6630 -0.7009 2.2576
H15 -2.8913 -4.5687 -0.4904
H16 -2.9923 -1.0903 0.3092
H17 -1.3020 4.8478 -5.4654
H18 -3.7594 -3.1067 -0.0702
H19 0.8543 2.0450 -5.2677
H20 0.2798 -0.1604 -4.2950
H21 0.7833 -5.2983 0.0383
H22 -0.2443 -3.9541 1.9136
H23 4.8422 1.0793 2.1404
H24 -0.6765 6.5673 -0.1389
H25 -0.9869 -1.9109 2.0400
H26 -3.1805 0.8984 2.1019
H27 2.3453 0.4277 5.8491
H28 2.0790 -3.4642 1.4960
H29 -1.9791 4.8118 1.0205
H30 -2.4592 2.6069 1.4619
H31 -3.1254 1.5673 -2.3817
H32 5.8532 -0.0107 1.1389
H33 1.1572 5.9158 -1.6698
H34 2.6808 -3.2805 3.7422
H35 -3.8808 -1.2485 1.8063

Cartesian forces (eV/Å) of the 6 atoms listed first:
Ti 0.5483 0.2506 -0.2544
S -0.3591 0.0832 0.2461
S -0.0803 -0.0238 -0.0246
S -0.1274 -0.0744 0.0901
O 0.0881 -0.2505 0.1312
O -0.1845 -0.0126 0.1562

***

Entry 2:
The following is a quantum chemistry calculation of a cluster of 2 separate species, C4H13N2O2 in total, from the OMol25 dataset.

As for the energy: -11433.551 eV. The maximum force is 3.5 eV/Å. The calculation puts the relative energy (zero: lowest compared OMol25 entry of this formula, charge and spin) at 27.3 kcal per mole. The value obtained for the lowest unoccupied orbital energy is 3.91 eV. The spin multiplicity is 1. Its net charge is -1. Its molecular weight is 121.16 u.

Geometry (Å):
O1 -2.1960 2.3352 -0.0933
O2 -1.9072 0.6076 1.7111
N1 1.8256 0.4795 -0.7124
N2 -0.7159 -0.8696 0.2700
C1 0.5300 -0.6982 1.0391
C2 1.7411 -0.7565 0.1242
C3 1.4897 0.2887 -2.1028
C4 -1.8646 -0.6610 1.2522
H1 -1.8458 -1.4748 1.9970
H2 -2.5802 1.8270 -0.8281
H3 1.1789 1.1017 -0.2473
H4 2.2821 -0.3286 -2.5270
H5 -2.2023 1.7097 0.7334
H6 -0.7826 -0.0565 -0.3372
H7 0.6345 -1.4947 1.8064
H8 -2.8002 -0.9269 0.7141
H9 1.4966 1.1912 -2.7295
H10 2.5891 -0.6156 0.8507
H11 0.4939 -0.1731 -2.2307
H12 0.5409 0.1462 1.7330
H13 2.0926 -1.6313 -0.4231

Cartesian forces (eV/Å) of the 6 atoms listed first:
O -0.3385 0.2060 -0.5573
O -0.0096 -0.4751 0.9196
N 0.0381 -0.1823 0.3863
N -0.1508 -0.2984 1.5091
C -0.3048 -2.0228 -0.3190
C 2.1514 2.1976 1.5773

***

Entry 3:
The following is a quantum chemistry calculation of a structure of composition C29H31As2F6GeNO4S2Zr, from the OMol25 dataset.

As for the energy: -257678.733 eV. The maximum force is 1.1 eV/Å. The calculation puts the relative energy (zero: lowest compared OMol25 entry of this formula, charge and spin) at 26.6 kcal per mole. The value obtained for the lowest unoccupied orbital energy (spin up / spin down) is -9.38 / -11.44 eV. The expectation value of S² is 0.777. The spin multiplicity is 2. Its net charge is +3. Its molecular weight is 949.37 u.

Geometry (Å):
Zr1 0.5805 1.3977 0.3528
As1 1.7788 -1.0561 0.9392
As2 -0.3679 0.6010 2.8435
Ge1 -1.5139 0.0546 -0.6339
S1 1.0046 4.7331 1.0199
S2 2.9171 2.9983 0.3175
F1 5.0129 3.8974 -0.9043
F2 1.3891 3.7594 3.4090
F3 -0.2738 5.1431 3.2235
F4 5.2911 3.5065 1.2097
F5 1.7613 5.8912 3.2186
F6 5.1492 1.8572 -0.1882
O1 0.2237 3.4580 0.7698
O2 2.5833 1.9916 1.3649
O3 2.2639 2.4795 -0.9072
O4 0.4684 5.8927 0.4292
N1 2.5356 4.4566 0.6887
C1 -2.1813 1.1294 3.2454
C2 -2.1260 -2.0280 -2.7356
C3 -1.9964 -4.1239 -0.8612
C4 0.5935 -2.0303 2.1145
C5 -2.6549 -1.3257 -5.0308
C6 4.7686 3.0897 0.0895
C7 1.3788 1.0909 -3.6011
C8 -0.0047 3.0606 -3.3827
C9 -1.7744 -1.7533 -1.3901
C10 -3.2899 0.8726 -0.5817
C11 -1.2409 -2.0310 3.6821
C12 0.7003 0.4971 -2.5480
C13 -2.3181 -4.4070 -2.1914
C14 -2.2740 -1.0262 -3.7125
C15 -0.2021 -4.1055 3.0425
C16 -2.3914 -3.3742 -3.1300
C17 2.1818 -2.2974 -0.4908
C18 0.5840 1.0170 4.4810
C19 -2.8934 -2.6290 -5.4095
C20 0.6768 -3.4145 2.2171
C21 -1.1668 -3.4165 3.7644
C22 0.9733 4.9110 2.8738
C23 -0.6895 2.4702 -2.3296
C24 -0.3640 -1.3329 2.8600
C25 -1.7318 -2.8207 -0.4764
C26 -2.7633 -3.6537 -4.4621
C27 1.0232 2.3702 -4.0133
C28 -0.3545 1.1729 -1.9022
C29 3.4556 -0.9438 1.8916
H1 -2.7641 -0.5217 -5.7463
H2 -2.4567 0.7924 4.2431
H3 -3.7344 0.8666 -1.5772
H4 2.1738 0.5610 -4.1094
H5 0.2821 0.2822 5.2256
H6 2.6884 -3.1681 -0.0786
H7 -1.4939 3.0162 -1.8478
H8 -1.9613 -4.9236 -0.1332
H9 -2.2395 2.2167 3.2151
H10 -1.9844 -1.5078 4.2707
H11 -0.1254 -5.1814 3.1276
H12 -1.4931 -2.6286 0.5633
H13 -0.2755 4.0538 -3.7164
H14 1.2627 -2.6059 -0.9864
H15 -2.0987 0.0093 -3.4487
H16 3.3211 -0.3529 2.7951
H17 -3.2523 1.8989 -0.2171
H18 -2.5267 -5.4250 -2.4972
H19 1.4247 -3.9691 1.6637
H20 -2.9609 -4.6799 -4.7483
H21 1.5505 2.8329 -4.8376
H22 0.9632 -0.5156 -2.2535
H23 1.6585 0.9592 4.3206
H24 2.8496 -1.8161 -1.2040
H25 -3.1870 -2.8669 -6.4228
H26 -3.9346 0.2952 0.0808
H27 3.7809 -1.9481 2.1580
H28 -1.8525 -3.9535 4.4061
H29 4.2010 -0.4689 1.2566
H30 0.3218 2.0143 4.8244
H31 -2.8598 0.7046 2.5085

Cartesian forces (eV/Å) of the 6 atoms listed first:
Zr 0.5559 0.6362 -0.7387
As 0.0553 -0.2290 0.0212
As -0.0959 -0.0847 0.0727
Ge -0.1197 0.1986 0.0100
S 0.0958 0.1112 -0.1215
S -0.3483 0.1270 0.1996